C39H71Br26F4NO3 | wB97M-V/def2-TZVPD

Values from the calculation:
orbital gap = 9.14 eV
highest occupied orbital energy = -0.3391 Ha
total energy = -69133.00011 hartree

Geometry as XYZ:
```
144
Properties=species:S:1:pos:R:3:forces:R:3
C -3.394649 2.947279 -0.404073 0.5 -0.1 -0.1
C -2.768330 1.927200 -1.338612 0.2 0.3 0.9
F -2.425905 2.578975 -2.521282 -0.1 -0.4 -0.2
C -1.472008 1.382488 -0.695528 -0.2 0.1 -1.7
O -0.472373 2.396724 -0.944510 -0.5 0.3 0.8
C 0.664950 1.876777 -1.408699 0.7 0.4 -0.4
O 1.552708 2.590927 -1.795371 -0.3 -0.4 0.2
C 0.598458 0.346774 -1.266772 0.6 0.7 0.3
C 1.056980 0.208587 0.222551 -0.5 0.0 0.0
C 0.636497 -1.023248 1.011655 -0.5 0.2 0.2
O -0.566253 -0.687051 1.707338 0.1 0.0 0.1
C 1.685563 -1.366267 2.058360 0.0 0.0 0.1
F 1.718664 -0.456650 3.039737 0.0 0.1 0.1
F 1.392228 -2.555658 2.637389 0.0 0.0 0.0
F 2.921413 -1.445270 1.561313 0.1 -0.3 -0.2
C 1.541063 -0.467249 -2.154073 -0.5 -0.4 -0.3
Br 3.424137 0.083348 -1.987007 -0.3 -0.3 -0.1
C 1.262355 -0.553182 -3.665308 0.5 0.5 0.0
C 0.795641 0.715735 -4.360733 0.1 -0.2 -0.5
Br 0.124038 -2.065784 -4.119741 -0.2 -0.1 0.1
C -0.910991 0.192400 -1.482114 -1.1 -0.6 0.4
C -1.597755 -1.151595 -1.187461 0.3 0.1 0.0
C -2.744250 -1.558581 -2.131275 0.4 -0.5 0.7
C -4.064307 -1.607403 -1.371794 -0.6 0.0 -1.1
N -5.218066 -1.794842 -2.284853 0.6 0.2 0.2
H -2.565336 3.452745 0.094677 -0.4 0.0 0.0
H -3.951148 3.690313 -0.967494 -0.2 0.0 0.0
H -4.022779 2.473431 0.348496 -0.1 -0.1 0.0
H -3.430968 1.094185 -1.570495 -0.1 0.0 -0.2
H -1.640934 1.209999 0.363665 0.2 0.0 0.2
H 0.633344 1.039658 0.783888 0.1 0.1 0.1
H 2.134602 0.336239 0.259107 0.1 0.0 -0.1
H 0.436678 -1.911679 0.411690 0.4 -0.1 -0.2
H -0.801821 -1.405566 2.307006 0.0 0.0 -0.1
H 1.545272 -1.481190 -1.761133 0.1 -0.1 0.0
H 2.204190 -0.827032 -4.121659 0.0 -0.2 0.0
H 1.243740 1.598915 -3.915212 -0.1 0.0 0.2
H -0.284470 0.800731 -4.431267 -0.1 0.1 0.3
H 1.151211 0.681593 -5.389908 0.0 0.0 -0.1
H -1.216831 0.451003 -2.495027 0.7 -0.1 -0.4
H -0.841032 -1.932081 -1.197998 0.0 0.0 -0.1
H -2.005470 -1.147862 -0.177064 0.1 0.1 0.2
H -2.811749 -0.943000 -3.028577 0.0 0.2 0.0
H -2.532318 -2.571791 -2.474488 -0.1 0.0 -0.3
H -4.198340 -0.691742 -0.800646 -0.1 0.0 0.2
H -4.082983 -2.468965 -0.704851 0.2 0.2 0.3
H -5.095397 -1.143244 -3.055955 -0.2 0.0 0.0
H -5.087119 -2.722265 -2.678506 -0.3 0.1 -0.2
Br 7.189964 1.878201 4.593817 0.0 0.0 0.0
C 5.399878 1.387639 5.174673 0.2 -0.1 0.0
C 4.572601 0.843924 4.041668 -0.2 0.1 0.0
Br 3.955946 2.251641 2.852520 0.1 0.0 -0.1
H 4.960687 2.274608 5.618612 0.0 0.0 0.0
H 5.540390 0.627212 5.939306 0.0 0.0 0.0
H 3.670466 0.371039 4.421482 0.0 0.0 0.0
H 5.122910 0.136113 3.430362 0.0 0.0 0.0
Br -5.820605 -4.809333 -1.323946 -0.1 -0.3 -0.1
C -7.609446 -4.066781 -1.212480 0.1 0.1 0.1
C -8.614041 -4.900228 -1.960542 -0.1 0.1 -0.1
Br -8.469539 -4.651636 -3.883434 0.0 0.0 0.0
H -7.535517 -3.048751 -1.587326 0.0 0.0 0.0
H -7.850508 -4.046916 -0.150782 0.0 0.0 0.0
H -9.625087 -4.594307 -1.701738 0.0 0.0 0.0
H -8.495237 -5.962212 -1.773299 0.0 0.0 0.0
Br 5.026835 -4.883197 -1.529110 0.0 0.0 0.0
C 6.557990 -3.997324 -0.718602 -0.2 -0.1 0.1
C 6.697020 -2.575273 -1.192256 0.1 0.0 -0.1
Br 7.390741 -2.501887 -3.003627 0.0 0.1 0.0
H 7.426249 -4.602213 -0.961738 0.0 0.0 0.0
H 6.381143 -4.024414 0.354813 0.0 0.0 0.0
H 7.414687 -2.039191 -0.574527 0.0 0.0 0.0
H 5.749131 -2.046561 -1.195778 -0.1 0.0 0.0
Br -1.669399 -4.307748 0.197619 0.0 0.0 0.1
C -2.054118 -3.584537 1.961421 0.1 -0.1 -0.1
C -3.019032 -4.463693 2.711701 -0.2 0.1 0.1
Br -4.845240 -4.250287 2.077719 0.4 -0.1 -0.1
H -2.437315 -2.576255 1.820130 -0.1 -0.1 -0.1
H -1.094578 -3.549285 2.475382 0.0 -0.1 0.1
H -3.044793 -4.191621 3.765152 0.1 0.0 0.0
H -2.772543 -5.515882 2.616192 0.0 0.0 0.0
Br 5.210464 -10.513203 -0.926140 0.1 0.0 0.0
C 6.697645 -9.588855 -0.081833 -0.2 -0.1 0.0
C 6.825327 -8.170236 -0.568600 0.1 0.0 -0.1
Br 7.595382 -8.076774 -2.349872 0.0 0.0 0.0
H 7.586298 -10.177559 -0.282926 0.0 0.0 0.0
H 6.482384 -9.604704 0.984122 0.0 0.0 0.0
H 7.506166 -7.613603 0.072376 0.0 0.0 0.0
H 5.870502 -7.656852 -0.616488 0.0 0.0 0.0
Br -4.090344 -0.259437 2.564364 0.1 0.2 -0.1
C -5.965592 0.229881 2.816465 0.1 -0.2 0.0
C -6.871000 -0.599721 1.946420 0.0 0.1 -0.1
Br -6.775306 -0.018119 0.095653 -0.2 -0.1 0.1
H -6.038142 1.290436 2.600256 0.0 0.0 0.0
H -6.171659 0.054431 3.869032 0.1 0.1 -0.4
H -7.908823 -0.482353 2.249665 0.0 0.0 0.1
H -6.605386 -1.653448 1.961588 0.0 0.0 0.0
Br 8.024150 3.160611 -2.534076 0.0 0.0 0.0
C 7.535579 3.154694 -0.653083 0.1 0.0 -0.1
C 6.392804 2.220818 -0.357603 -0.1 0.1 0.1
Br 4.682172 2.934777 -0.938644 0.2 0.4 0.1
H 7.299207 4.180504 -0.390946 0.0 0.0 0.0
H 8.432260 2.841045 -0.122715 0.0 0.0 0.0
H 6.296944 2.075921 0.717502 0.0 0.0 0.0
H 6.511790 1.257472 -0.846892 0.0 0.0 0.0
Br -7.165609 -3.637147 4.636103 -0.3 0.1 0.1
C -5.784612 -2.477467 5.350795 -0.1 -0.1 -0.1
C -6.301200 -1.624446 6.477931 0.1 0.1 0.1
Br -7.413358 -0.163652 5.839396 -0.4 -0.1 0.5
H -5.405421 -1.892888 4.516269 0.1 -0.1 0.1
H -5.001298 -3.139444 5.714607 0.0 0.0 0.0
H -5.476384 -1.150988 7.005932 0.0 0.0 0.0
H -6.907538 -2.186144 7.180250 0.0 0.0 0.0
Br -0.327800 8.023188 -1.961965 -0.1 0.0 0.1
C 0.708593 7.046931 -0.636269 0.1 0.0 -0.2
C 0.184004 5.653884 -0.429922 0.0 -0.1 0.1
Br -1.452083 5.637607 0.629461 0.2 0.4 0.1
H 0.690564 7.642476 0.270200 0.0 0.0 0.0
H 1.722058 7.012161 -1.030318 0.0 0.0 0.0
H 0.899325 5.058268 0.131916 0.0 0.0 0.0
H -0.047782 5.147078 -1.360414 0.0 0.0 0.0
Br -7.688482 3.564140 7.546052 0.0 -0.1 0.0
C -8.967195 2.388481 8.417756 0.0 0.2 -0.1
C -8.673902 2.227905 9.884523 0.0 -0.2 0.0
Br -7.156913 1.048616 10.192469 0.0 0.0 0.0
H -8.934430 1.443356 7.885178 0.0 0.0 0.0
H -9.938352 2.856266 8.273283 0.0 0.0 0.0
H -9.514569 1.757570 10.389074 0.0 0.0 0.0
H -8.439872 3.170762 10.367075 0.0 0.0 0.0
Br 9.987900 3.650163 -5.584047 0.0 -0.1 0.0
C 10.762049 1.977105 -6.201952 0.0 0.2 0.0
C 9.782093 1.140775 -6.978536 0.0 -0.2 0.0
Br 8.504514 0.206338 -5.850695 0.0 0.1 0.1
H 11.152575 1.464957 -5.328857 0.0 0.0 0.0
H 11.584302 2.274116 -6.848941 0.0 -0.1 0.0
H 10.307680 0.351826 -7.511690 0.1 0.0 0.0
H 9.206461 1.733203 -7.681802 0.0 0.0 0.0
Br 1.320217 11.254558 -5.908522 0.0 0.0 0.0
C 1.099268 9.410085 -6.484382 -0.1 0.1 0.0
C 1.163284 8.448786 -5.328432 0.1 -0.1 -0.1
Br 2.984238 8.183502 -4.703256 0.0 0.0 0.1
H 1.868457 9.220702 -7.225483 0.0 0.0 0.0
H 0.119900 9.368223 -6.955404 0.0 0.0 0.0
H 0.817154 7.464079 -5.634514 0.0 0.0 0.0
H 0.589552 8.781664 -4.471262 0.0 0.0 0.0
```
Positions in Å, forces in eV/Å.

Atomic partial charges in e from the Löwdin method, atoms 1 to 6: -0.040, -0.289, 0.006, -0.170, 0.065, -0.453